Record 1
Below is one molecule with the formula C10H11N2P, with properties calculated with ωB97M-V/def2-TZVPD.

The geometry in XYZ format:
```
24
Properties=species:S:1:pos:R:3:forces:R:3
C -2.678393 1.114209 -1.355019 0.425 -0.889 1.057
C -2.867115 -0.200543 -1.132349 0.480 1.241 0.915
C -2.725383 -0.394410 0.370829 0.085 -0.155 -1.009
C -1.650121 -1.318919 0.903733 1.867 -2.180 -1.673
C -0.158570 -1.017998 0.436428 -4.771 1.705 -1.717
P 0.180514 0.119343 -0.714873 -0.764 -0.305 -0.384
N 1.805817 0.316694 -0.368008 2.522 0.126 -0.538
C 2.842874 0.145710 -1.310167 -0.648 -0.651 -0.981
C 4.018714 0.184415 -0.662917 0.217 0.411 0.721
C 3.748249 0.442692 0.709789 1.047 -0.087 -0.732
C 2.422514 0.523795 0.865237 -0.932 -0.346 0.244
C -2.291807 1.000867 0.798153 -2.804 -2.737 0.003
N -2.337366 1.812051 -0.134974 0.122 2.457 -2.244
H -2.587259 1.630816 -2.285476 -0.290 0.301 -0.300
H -3.088979 -0.976602 -1.829489 -0.106 -0.268 -0.355
H -3.757535 -0.729885 0.652930 0.865 0.454 0.643
H -1.859420 -2.422345 0.600048 0.202 1.715 1.114
H -1.592218 -1.114116 1.959336 -0.300 -0.782 0.712
H 0.646380 -1.402300 0.901275 2.287 -1.608 2.069
H 2.740010 -0.162250 -2.377834 -0.602 0.597 1.174
H 4.999503 0.089750 -1.059064 0.441 -0.148 -0.471
H 4.533885 0.550869 1.410412 0.236 0.158 0.860
H 1.876344 0.633535 1.790185 -0.284 0.159 -0.300
H -2.220635 1.174632 1.831817 0.706 0.832 1.191
```
Positions in Å, forces in eV/Å.

As for the net charge: 0. As for the SMILES: C1=C[C@@H](C/C=P/n2cccc2)C=N1.

=====

Record 2
Below is one molecule with the formula C5H7NO, with properties calculated with ωB97M-V/def2-TZVPD.

The geometry in XYZ format:
```
14
Properties=species:S:1:pos:R:3:forces:R:3
O 0.674669 -0.136102 0.881836 -0.068 0.017 0.153
C -0.583958 0.359925 1.030067 -0.168 0.090 -0.075
N -0.843383 1.580882 0.593642 -0.007 -0.141 0.123
C -0.059915 2.505732 0.029655 0.120 0.065 -0.009
C 0.952545 -0.631126 -0.431969 0.233 0.058 -0.187
C -0.000154 -1.651479 -0.871734 -0.389 -0.333 -0.047
C -0.823506 -2.467782 -1.192102 0.331 0.305 0.102
H -1.381971 -0.288978 1.357467 0.013 0.155 0.017
H -1.813806 1.848877 0.720299 0.105 -0.039 -0.038
H 1.000658 2.318220 -0.033132 -0.129 -0.004 0.005
H -0.486775 3.476045 -0.164572 0.006 -0.130 0.035
H 0.968668 0.199433 -1.143968 -0.084 -0.048 -0.054
H 1.960897 -1.040865 -0.376481 -0.048 -0.040 -0.030
H -1.554435 -3.188455 -1.477268 0.084 0.046 0.005
```
Positions in Å, forces in eV/Å.

As for the net charge: 0.

=====

Record 3
Below is a 2-piece molecular cluster, C5H8N4O2S overall, with properties calculated with ωB97M-V/def2-TZVPD.

The geometry in XYZ format:
```
20
Properties=species:S:1:pos:R:3:forces:R:3
C 1.509558 1.877694 -0.508933 1.163 -0.741 -0.553
C 0.165796 2.120413 -0.216367 -1.414 -1.732 -0.356
C -0.589752 -1.721167 0.633200 -2.507 -0.238 -0.020
C 0.487224 0.197778 -1.317798 0.235 -1.286 -0.899
C 0.737969 -1.863587 0.512451 1.908 2.048 1.234
N -1.268391 -0.833369 1.450944 0.149 -3.014 -1.489
N 1.676729 0.720345 -1.180544 1.648 2.038 0.881
N -0.465059 0.971099 -0.730078 0.411 2.032 0.579
N -1.794426 0.762397 -0.794002 3.280 0.825 0.116
O -2.503680 1.565522 -0.274270 -2.682 3.316 2.454
O -2.097942 -0.181622 -1.447989 -1.711 -4.659 -2.846
S 1.807639 -0.922961 1.536596 0.049 -0.540 0.251
H 2.322559 2.524700 -0.253639 0.319 0.111 0.026
H -0.402448 2.941927 0.176323 -0.034 -0.051 0.086
H -1.134790 -2.462061 -0.021442 -0.095 1.323 0.999
H 0.439535 -0.688384 -1.918055 -1.219 0.049 -0.075
H 1.202344 -2.319290 -0.313068 0.202 -1.047 -0.643
H -2.280767 -1.027184 1.547204 1.188 1.033 0.018
H 2.949605 -1.625087 1.324460 -0.429 0.300 -0.145
H -0.761704 -0.037164 1.795008 -0.461 0.234 0.381
```
Positions in Å, forces in eV/Å.

Its multiplicity is 3. As for the net charge: 0. Its expectation value of S² is 2.0163.

=====

Record 4
Below is CBr2N2O4 as an isolated structure, with properties calculated with ωB97M-V/def2-TZVPD.

The geometry in XYZ format:
```
9
Properties=species:S:1:pos:R:3:forces:R:3
C 0.584952 0.034840 -0.016443 -0.309 0.770 0.407
N -0.416626 -0.077806 -1.259220 0.347 0.984 0.433
N -0.387746 0.054040 1.257908 -0.770 -0.741 -0.871
O -0.574205 -1.181585 -1.660777 -0.423 -0.655 -0.567
O -0.910892 0.944559 -1.663989 0.155 -0.053 0.388
O -0.203146 0.850754 2.117834 0.483 0.429 0.391
O -1.282997 -0.758624 1.201783 0.352 0.002 -0.160
Br 1.604733 -1.537260 -0.020540 0.466 -0.120 0.470
Br 1.585923 1.671086 0.043448 -0.300 -0.616 -0.491
```
Positions in Å, forces in eV/Å.

As for the net charge: 0.

=====

Record 5
Below is a 8-piece molecular cluster, C21H67NO28P7 overall, with properties calculated with ωB97M-V/def2-TZVPD.

The geometry in XYZ format:
```
124
Properties=species:S:1:pos:R:3:forces:R:3
N -0.275560 0.140678 0.460821 0.211 -0.260 0.396
H 0.710204 -0.138902 0.412861 -0.022 0.477 -0.264
H -0.798761 -0.735961 0.529405 -0.442 0.306 -0.308
H -0.567064 0.721260 -0.344887 0.258 -0.291 -0.084
H -0.371386 0.689641 1.318342 0.072 0.002 0.044
C 4.233391 2.718217 2.004050 0.131 1.316 0.518
O 4.629582 1.350153 1.912905 -0.602 -0.401 -0.421
P 3.470955 0.293318 2.267819 0.595 -0.119 0.613
O 2.400459 0.112910 1.288597 0.329 0.302 0.045
O 4.301419 -1.022451 2.593722 -0.090 0.716 0.032
C 5.036629 -1.714936 1.590453 0.278 -0.932 -0.170
O 2.995522 0.761942 3.709250 -0.067 -0.150 -0.534
C 3.884937 0.716178 4.838218 -0.302 -0.389 0.237
H 3.156591 2.875655 2.089574 -0.071 -0.328 -0.042
H 4.577181 3.351161 1.185768 0.149 -0.655 -0.423
H 4.708546 3.163048 2.883471 -0.116 -0.223 0.121
H 5.265165 -1.144691 0.691357 -0.206 0.294 0.142
H 4.477027 -2.609443 1.312344 -0.071 0.132 -0.124
H 5.977964 -2.049939 2.025823 -0.033 0.182 0.099
H 4.900125 0.434944 4.566909 -0.038 0.003 -0.085
H 3.447782 -0.035544 5.496057 0.314 0.030 0.180
H 3.895638 1.673309 5.356842 -0.116 0.102 -0.216
C -3.270894 -1.370952 -6.768939 0.334 -0.196 -0.402
O -4.002506 -0.204054 -6.398202 -0.112 0.380 -0.063
P -3.285758 0.958757 -5.584155 -0.606 0.434 0.045
O -1.907046 1.221135 -6.067603 -4.283 0.525 -2.681
O -4.281346 2.185657 -5.670804 0.059 -0.786 0.784
C -4.203123 3.113198 -6.734658 0.382 0.292 -1.136
O -3.448789 0.583325 -4.046577 -0.128 0.585 -1.166
C -2.573887 -0.334087 -3.404577 1.152 -0.182 0.713
H -2.205290 -1.247365 -6.573120 -0.039 -0.140 0.348
H -3.322659 -1.545850 -7.844187 -0.388 0.239 -0.002
H -3.712727 -2.226255 -6.262607 0.198 -0.012 0.149
H -5.167655 3.592566 -6.893132 -0.088 -0.276 0.249
H -3.911467 2.593370 -7.652115 -0.103 0.164 -0.015
H -3.467189 3.899939 -6.555130 0.040 -0.209 0.276
H -2.046298 0.207545 -2.617132 -0.404 -0.085 0.192
H -1.735813 -0.674911 -4.019583 -0.544 -0.222 -0.347
H -3.124491 -1.176306 -2.996518 -0.161 0.046 -0.085
C -0.087936 1.097282 -4.680917 2.092 -1.001 1.473
O -0.270446 2.430221 -4.156864 0.363 0.733 1.334
P -0.054101 2.741754 -2.612380 -0.568 0.066 -1.361
O -0.827598 1.872201 -1.695094 0.720 0.638 -0.077
O 1.534482 2.809225 -2.427970 -0.390 0.114 -0.119
C 2.029143 3.275738 -1.152379 -0.512 -0.572 0.136
O -0.503304 4.265090 -2.487470 -0.350 -0.561 0.100
C -0.005450 5.290996 -3.343224 0.964 0.358 0.141
H 0.164216 0.400210 -3.881945 0.471 0.119 0.209
H 0.697624 1.120786 -5.434148 0.183 0.134 0.117
H -1.018420 0.822233 -5.175782 2.052 -0.308 1.338
H 2.399451 2.380177 -0.659594 0.238 0.212 0.378
H 1.217345 3.695094 -0.558443 0.003 -0.013 0.117
H 2.792679 4.039313 -1.275249 0.096 -0.142 -0.330
H 0.300770 6.120036 -2.704006 -0.356 0.110 0.009
H -0.742725 5.614823 -4.071213 -0.172 -0.165 0.082
H 0.915116 4.999982 -3.853270 -0.191 -0.316 -0.145
C -0.596503 0.547916 6.261263 -1.317 1.162 -0.208
O -0.370737 -0.784711 5.831216 0.770 -0.252 -0.295
P -0.654433 -1.180473 4.302745 -0.580 -0.225 0.311
O -0.184865 -0.244700 3.273594 -0.305 -0.348 0.582
O -2.230596 -1.421294 4.284161 0.990 -0.303 -0.175
C -2.860921 -2.214244 5.316925 -0.309 -0.057 -0.396
O -0.072272 -2.666039 4.228050 -0.238 0.901 0.082
C 1.334700 -2.785831 4.023920 0.957 -0.769 0.295
H -0.742147 1.217956 5.410356 0.343 -0.038 -0.087
H 0.154581 0.989581 6.912207 0.485 -0.653 -0.133
H -1.542738 0.617119 6.806677 0.057 -0.351 0.104
H -3.411455 -3.015344 4.823940 -0.347 0.319 -0.077
H -3.502339 -1.494969 5.817419 -0.215 -0.467 0.356
H -2.201045 -2.751010 5.997687 0.416 0.580 0.018
H 1.933056 -1.953032 4.397962 -0.377 0.286 -0.131
H 1.575110 -2.961766 2.975186 -0.188 0.214 -0.035
H 1.671571 -3.652739 4.595913 -0.182 -0.042 -0.086
C -2.624130 2.474144 3.374906 -0.009 0.135 -0.634
O -1.666626 3.521240 3.605824 0.813 -0.268 -0.635
P -0.384444 3.701036 2.626644 -0.817 0.714 0.295
O 0.052860 2.492617 1.912098 -0.273 0.230 0.148
O 0.687184 4.321491 3.617855 -0.327 0.239 -0.841
C 1.227714 3.502018 4.647646 0.266 -0.586 0.414
O -0.764013 4.946352 1.685983 0.600 -0.726 1.299
C -1.863433 4.786065 0.775004 0.178 -0.078 -0.660
H -2.594655 2.133483 2.338148 0.129 -0.079 0.049
H -3.610913 2.901919 3.532427 0.006 -0.091 0.321
H -2.416591 1.618230 4.010164 -0.109 0.044 0.157
H 0.735032 3.742766 5.587379 0.015 0.062 0.029
H 2.300430 3.670460 4.732412 -0.056 0.434 -0.069
H 1.142776 2.430071 4.454179 -0.332 0.053 -0.275
H -1.431261 4.859067 -0.221424 -0.224 -0.036 -0.083
H -2.594080 5.579440 0.916795 0.125 0.027 0.236
H -2.354625 3.815718 0.855692 0.070 0.020 0.098
C -0.243692 -3.946383 0.945672 0.064 -0.283 1.130
O -1.121721 -4.163396 -0.142807 -0.621 0.005 -0.500
P -2.426495 -3.254023 -0.339811 0.468 -0.036 0.096
O -2.154575 -1.831980 -0.081079 -0.439 -0.431 -0.005
O -3.576983 -3.913672 0.533108 0.190 -0.349 -0.473
C -3.876220 -3.533132 1.875295 0.384 1.472 0.010
O -2.846214 -3.596104 -1.818038 -0.489 0.183 0.620
C -3.107081 -4.943896 -2.240221 1.791 -0.520 -0.520
H 0.189715 -4.911730 1.216144 0.244 0.089 -0.372
H -0.766830 -3.651980 1.863092 -0.131 0.290 -0.238
H 0.524441 -3.204589 0.721472 -0.040 -0.058 -0.202
H -3.595836 -2.478548 1.981467 -0.014 -0.090 0.177
H -3.291754 -4.096059 2.602222 -0.242 -0.343 -0.123
H -4.951497 -3.571514 2.026092 0.060 -0.487 0.007
H -3.528079 -4.915098 -3.240001 -0.569 0.157 0.269
H -3.617010 -5.582594 -1.524384 -0.499 0.452 0.026
H -2.114103 -5.390753 -2.382849 -0.148 -0.155 0.068
C 3.938561 0.067061 -2.083482 -0.755 -0.054 1.442
O 3.451125 -1.052259 -2.824918 -0.018 -0.734 -0.660
P 2.254247 -1.903550 -2.214079 0.215 0.503 -0.463
O 1.159431 -1.052907 -1.722813 0.247 -0.688 0.449
O 1.872714 -2.878882 -3.416313 0.510 0.638 0.146
C 0.834886 -3.852165 -3.234839 -0.307 0.156 -0.432
O 2.958428 -2.831361 -1.111499 -0.898 0.179 0.175
C 3.642665 -4.053217 -1.416506 0.511 0.318 0.053
H 3.141298 0.804817 -1.979056 0.217 0.197 -0.514
H 4.865104 0.460990 -2.483247 -0.160 -0.130 -0.488
H 4.115884 -0.243387 -1.047246 0.249 -0.079 -0.073
H 0.544011 -3.887349 -2.186368 0.030 -0.554 0.006
H 1.189388 -4.773204 -3.695555 0.168 -0.209 0.635
H -0.058546 -3.609479 -3.816653 0.131 0.542 0.093
H 3.767364 -4.139861 -2.493330 0.015 -0.307 0.035
H 3.136343 -4.910003 -0.974657 -0.351 0.097 -0.215
H 4.620534 -4.003702 -0.936439 0.056 0.097 -0.154
```
Positions in Å, forces in eV/Å.

As for the net charge: +1.

=====

Record 6
Below is C6H9P as an isolated structure, with properties calculated with ωB97M-V/def2-TZVPD.

The geometry in XYZ format:
```
16
Properties=species:S:1:pos:R:3:forces:R:3
C 0.967338 -1.163463 0.238542 0.698 -2.409 -0.497
C -0.416998 -1.566126 0.280364 0.366 -2.155 2.821
C 1.556835 0.084126 0.756800 -2.246 1.744 -0.929
C -2.195789 1.349310 0.493763 -2.067 0.170 0.442
C -0.207682 0.491074 -1.195196 1.455 0.564 0.066
C 1.244217 -0.050652 -0.707784 -0.448 0.547 -0.779
P -1.234349 -0.045686 0.235818 0.147 3.261 -2.349
H 1.770877 -1.849125 0.503983 -0.682 -0.992 -1.018
H -0.552683 -2.239824 1.119939 -0.747 -0.533 -0.393
H 2.476585 -0.120777 1.177377 1.853 0.351 0.632
H 0.789203 0.609391 1.280418 0.174 1.036 0.695
H -2.939853 1.356069 1.295072 0.314 0.251 -0.278
H -2.396743 1.954869 -0.422732 0.082 -0.679 0.868
H -0.351236 1.550845 -1.587250 0.726 -0.925 1.418
H -0.541306 -0.020396 -2.084564 0.286 -0.950 -0.269
H 2.031578 -0.339640 -1.384555 0.092 0.720 -0.431
```
Positions in Å, forces in eV/Å.

Its multiplicity is 3. As for the net charge: 0. Its expectation value of S² is 2.0102.

=====

Record 7
Below is a 2-piece molecular cluster, C3H12N3O overall, with properties calculated with ωB97M-V/def2-TZVPD.

The geometry in XYZ format:
```
19
Properties=species:S:1:pos:R:3:forces:R:3
C 0.520500 1.685983 -0.755047 2.673 1.006 2.066
C 1.505700 -1.136830 1.747301 0.004 1.021 -1.201
C -1.573290 0.429600 -0.763056 0.771 3.008 -1.251
N -2.201334 -0.680998 -0.471051 0.359 -2.692 1.302
N -0.264299 0.525142 -0.588233 -3.018 0.157 -0.272
N 1.458776 -1.305149 0.302758 -0.175 1.635 0.671
O -2.144157 1.526414 -1.352977 4.136 -1.940 0.736
H 1.614095 1.441312 -0.790659 -1.097 -0.218 -0.641
H 0.222464 2.311524 -1.522702 -0.459 0.706 -2.024
H 0.551650 2.391961 0.099207 -0.678 -0.637 0.200
H 2.502528 -1.189718 2.124532 0.546 -0.191 0.531
H 1.100314 -0.153706 1.885377 -0.080 0.654 0.919
H 0.860514 -1.834871 2.175353 -0.836 -1.132 1.091
H 0.180093 -0.302540 -0.215148 1.240 -0.822 0.332
H -1.609516 -1.479955 -0.044746 -1.626 1.938 -0.996
H -3.210607 -0.806984 -0.472440 0.487 0.206 -0.187
H 2.308469 -0.946824 -0.068165 0.564 -0.309 -0.900
H 1.215793 -2.195372 0.021750 0.259 -2.270 -0.812
H -3.037691 1.721013 -1.312053 -3.069 -0.119 0.436
```
Positions in Å, forces in eV/Å.

As for the net charge: +1.

=====

Energy above the lowest of the compared OMol25 structures with the same formula, charge and spin in eV, matching the order above: 1.597, 4.971, 0.584, 0.000, 0.715, 3.565, 1.994